DFT (ωB97M-V/def2-TZVPD) results for a 4-piece molecular cluster, C45H47N5O7S2 overall at a distorted geometry.

Computed properties:
SMILES = CC(=O)OCc1cc(-c2ccccc2)c(OC(=O)c2ccccc2)c2c1Sc1ccc(CCCCn3cccc3)cc1N2CCCS(=O)(=O)O.CC#N.CC#N.CC#N

Element x y z (Å)
C 2.146 -0.969 2.294
H 1.842 -2.913 3.176
C -1.364 -3.946 -0.256
C 2.580 -2.069 3.320
C 1.249 -0.439 7.030
N 0.806 0.211 6.192
H 2.563 -0.706 8.669
H -1.219 -4.865 0.358
C -7.238 0.508 -2.914
H 4.069 3.168 2.348
C 0.459 5.138 2.309
H 5.837 5.977 -0.125
H 1.746 -2.281 -2.121
H -6.238 1.162 0.107
C 3.649 5.781 -0.416
C -4.188 3.619 -1.437
C 1.592 -0.762 -3.686
N 0.564 -0.696 -1.317
C 2.934 3.443 -1.105
C -4.231 -2.120 -2.437
O 4.809 -0.957 4.275
C 1.221 1.123 0.273
H -5.086 -2.783 -0.538
H 2.479 -1.747 4.385
C -0.472 -1.711 -1.182
H -3.511 -4.351 -0.901
C -5.941 0.632 -0.850
C 4.300 2.929 -1.065
O 5.009 -2.429 -2.954
H -0.015 -8.748 -1.117
H 3.904 5.695 2.930
C 1.127 -0.331 -0.006
N -7.192 0.300 -1.547
H 1.029 -1.591 8.793
O 4.767 -2.368 -5.436
N -0.593 -6.700 1.236
H -4.192 -1.125 -2.963
H 3.030 -0.337 -5.316
H -3.424 4.702 0.212
H -6.332 -2.078 -1.620
H -5.147 -0.764 0.695
H 6.925 -2.617 4.047
C 3.093 3.708 2.326
H 6.410 3.474 -0.710
O 0.751 2.045 -0.673
C 1.788 1.496 1.598
H -1.682 -8.182 -1.348
H 3.713 0.051 -3.686
C -0.305 -2.941 -0.369
O 1.717 2.175 -2.683
C 2.241 0.478 2.568
S 1.322 -3.083 0.468
O 3.045 -3.449 -4.246
C 1.772 2.504 -1.525
H 1.091 -1.583 -4.280
H 6.297 -3.310 2.497
C 5.022 5.261 -0.400
C 3.079 -0.683 -4.254
H 1.529 5.198 -0.809
C 4.911 -1.903 3.529
H -4.551 -2.937 -3.131
H -8.636 -0.496 -0.049
H -5.169 4.382 0.276
H -0.511 5.688 2.316
O 3.871 -2.609 2.968
C 5.368 3.872 -0.707
C 2.580 4.834 -0.785
H 2.705 -0.817 -1.742
C -1.753 -1.446 -1.875
H -5.354 1.378 -1.443
C -8.399 -0.227 -1.098
H 4.496 1.852 -1.307
H -3.976 -0.295 -0.571
C 6.361 -2.365 3.111
H -1.847 -0.500 -2.464
H 1.598 6.937 2.968
C 1.708 -1.148 -2.161
C -0.662 -7.872 -1.119
H -4.533 5.617 -0.830
C -5.055 -0.608 -0.420
H 3.357 6.827 -0.184
C -2.850 -2.427 -1.738
N -4.072 2.823 -2.258
H -0.350 3.186 1.653
S 3.950 -2.297 -4.214
H 2.295 -2.159 7.686
H -6.489 0.921 -3.622
H 1.016 0.173 -3.893
C 0.583 3.734 1.950
C -4.338 4.644 -0.378
H 2.637 0.815 3.554
H -10.330 -0.775 -2.244
C 1.575 -1.341 0.988
C 1.693 5.859 2.684
C -9.289 -0.387 -2.260
H -0.320 -7.177 -1.886
H -8.847 0.139 -4.527
C 2.968 5.146 2.668
C -0.623 -7.214 0.208
C -2.623 -3.664 -0.949
C -8.519 0.096 -3.469
H 6.875 -1.561 2.515
H 5.011 -1.630 -2.393
C 1.872 2.993 1.966
C -5.288 -1.923 -1.247
C 1.820 -1.277 8.113

Mulliken atomic charge list, values in e, 99 entries: -0.08, 0.60, -1.00, -1.08, 0.38, -0.38, 0.27, 0.83, -0.28, 0.45, -0.60, 0.34, 0.65, 0.41, -0.68, 0.38, -0.90, 0.72, 0.76, -0.92, -0.52, -0.26, 0.44, 0.11, -0.63, 0.39, -0.06, -0.18, -0.46, 0.32, 0.36, -1.38, 0.28, 0.30, -0.66, -0.50, 0.22, 0.38, 0.15, 0.40, 0.40, 0.30, -0.20, 0.37, -0.41, 1.03, 0.29, 0.18, 0.97, -0.53, -0.01, -0.25, -0.61, -0.18, 0.43, 0.27, -0.37, -0.79, 0.38, 0.73, 0.37, 0.33, 0.28, 0.34, -0.32, -0.61, -0.13, 0.28, -0.58, -0.37, -0.36, 0.32, -0.06, -0.97, 0.37, 0.36, -0.64, -0.80, 0.31, -0.11, 0.41, 0.54, -0.48, 0.32, 1.35, 0.27, 0.30, 0.50, -0.12, -0.71, 0.53, 0.37, 1.00, -0.43, -0.49, 0.26, 0.38, -0.71, 0.49

=====

DFT (ωB97M-V/def2-TZVPD) results for a 18-piece molecular cluster, C45H48B2Cl54F4IO8PS overall at a distorted geometry.

Element x y z (Å)
C 1.846 -4.764 1.236
Cl -5.778 3.279 -1.571
C 0.718 -5.087 2.006
H -2.730 -1.065 -11.082
H -6.083 8.875 1.061
H 4.954 -2.519 -0.590
C 4.875 -1.746 -1.341
H -1.908 -7.670 2.160
C 1.930 -0.589 -3.448
C 2.836 -3.930 -0.938
H 5.205 1.538 -1.290
H 7.140 -8.385 8.278
Cl -2.837 0.529 8.605
H -3.524 2.686 8.024
H 3.839 3.118 -3.395
C -6.040 3.404 0.169
Cl 2.091 5.391 3.007
H -1.985 -2.465 0.551
Cl -4.545 3.090 1.049
H -6.360 4.414 0.389
Cl -4.543 -0.166 -8.542
C -2.638 2.277 8.485
H -4.259 -2.533 0.546
H -4.882 5.008 5.423
O -0.349 -4.234 -2.919
H -3.017 -6.904 0.966
Cl 1.974 1.675 -14.066
Cl 0.621 4.364 5.295
Cl 1.032 -4.035 9.151
H -0.386 -2.583 -5.575
H 0.976 -4.756 5.400
C 4.218 3.113 -2.370
F 7.458 -2.854 -3.433
Cl -2.629 5.221 5.985
H 5.203 3.569 -2.412
H -3.954 -4.611 2.070
Cl -4.133 9.138 2.320
Cl 5.958 -6.742 9.449
Cl 1.238 5.447 -2.356
H 0.151 3.286 2.062
H 0.724 -2.464 5.016
Cl 0.660 4.087 -13.125
Cl -3.947 9.060 -1.098
Cl -2.635 -2.324 -8.221
O 3.861 -4.561 -0.965
Cl 2.472 7.792 -3.536
H 3.595 3.757 -1.761
C 0.928 -5.558 3.426
Cl -10.235 -0.824 6.358
C 6.091 -8.146 8.384
B 4.192 0.570 -2.981
C 1.305 -4.428 4.415
C -2.095 -4.320 -0.491
O 4.941 0.612 -4.115
H 0.244 7.500 -2.883
Cl 3.572 -3.790 7.767
Cl -1.261 2.704 7.461
O -1.560 -1.455 -3.254
C 0.990 -1.607 -3.236
Cl 7.608 4.977 -2.762
H -4.417 -2.936 -1.205
C 4.269 1.657 -1.838
H 1.611 6.468 5.031
Cl -6.608 1.072 6.907
O -3.123 -4.151 2.243
C -0.737 -4.516 0.114
Cl 0.301 3.216 -15.871
H 7.678 7.214 -2.079
C 0.540 2.696 -14.203
Cl -3.633 -0.909 -5.887
C 2.589 -2.729 -1.800
Cl 1.966 1.918 2.608
C 3.317 -2.424 -11.465
Cl -2.169 11.073 0.034
Cl -7.316 2.300 0.690
Cl -2.118 0.032 -13.061
H -2.377 -0.065 -7.667
C -2.322 9.754 -1.126
C 3.525 -1.715 -2.004
Cl -6.870 8.968 3.260
C 1.468 0.160 6.899
Cl 2.390 -6.407 8.172
H -2.286 -1.742 -3.826
S 3.490 -4.902 1.930
Cl 1.664 0.109 5.152
O -0.425 -1.640 -5.364
C -3.836 -2.433 -0.442
F 5.528 -3.775 -3.198
C 6.927 6.436 -2.037
H -2.095 -4.648 -1.523
C 6.438 -3.017 -2.581
C 0.364 -3.743 -2.071
C 1.558 0.560 -4.352
C 1.198 7.206 -2.465
Cl 0.187 -0.944 7.398
H 3.428 1.507 -1.165
Cl -6.493 3.383 5.160
H 5.004 -0.808 -0.805
Cl 3.420 5.086 5.568
C -2.673 -6.917 2.000
C 0.636 1.577 -3.757
H 3.120 -4.880 9.786
H 1.121 0.215 -5.279
Cl -1.748 0.921 -10.324
C -4.354 5.551 6.196
Cl -9.694 -1.774 9.051
C -9.052 -1.591 7.419
H -2.152 10.159 -2.114
Cl 6.517 6.156 -0.344
F 0.762 1.774 -2.453
H 5.353 1.484 -4.180
Cl 5.511 6.977 -2.936
Cl -1.108 8.511 -0.823
H 1.177 1.163 7.181
H 0.067 -6.088 3.806
C 3.164 -0.631 -2.815
H 2.996 -1.412 -11.255
C -3.192 -0.771 -7.587
Cl -4.720 7.267 6.016
Cl 5.278 -9.544 9.089
C 1.900 5.462 4.761
C -0.565 -4.949 1.445
Cl 4.874 -2.682 -10.681
Cl -4.351 1.438 5.117
Cl 2.985 -0.227 7.715
Cl -8.537 -3.146 6.766
B -0.419 -1.557 -3.965
C 1.673 -4.320 -0.073
H 3.828 -6.086 1.399
H -0.419 -3.222 3.939
F 6.903 -3.675 -1.519
I -3.944 -0.314 -0.861
C -1.871 -0.480 -11.390
H -0.321 2.113 -13.905
H -1.798 -2.280 -1.164
C -6.084 1.675 5.333
C 0.644 -3.078 4.122
H 2.386 -4.351 4.461
O 5.969 -1.792 -2.275
Cl 0.602 2.133 0.070
O -0.132 2.212 -4.386
Cl 2.099 -3.527 -10.817
H -6.604 1.121 4.563
H 1.763 -6.254 3.399
H 2.437 1.140 -4.640
C 2.596 -4.789 8.843
Cl -4.930 4.976 7.764
Cl 3.454 -2.604 -13.214
H -3.523 -7.156 2.636
Cl -2.467 2.992 10.087
H -8.186 -0.945 7.467
Cl 1.348 7.929 -0.863
C -5.734 8.481 2.007
C 1.323 -2.654 -2.386
C 0.401 -4.211 -0.638
H -2.858 -4.858 0.052
Cl -5.650 6.720 1.882
C -2.366 -2.807 -0.409
Cl -0.837 1.189 2.401
C 0.432 2.270 1.815
H 1.144 -2.584 3.293
Cl -0.434 -1.489 -11.257
P -1.975 -5.323 2.589
Cl 5.445 -7.785 6.785

Mulliken atomic charge list, values in e, 99 entries: 0.86, -0.11, -0.45, 0.29, 0.28, 0.63, -2.10, 0.34, -0.02, -1.06, 0.45, 0.34, -0.11, -0.34, 0.29, 0.21, -0.06, 0.40, 0.03, 0.02, -0.12, 0.56, 0.40, -0.25, -0.64, 0.37, -0.11, 0.01, -0.11, 0.26, 0.34, -0.77, -0.28, -0.02, -0.01, 0.30, -0.07, -0.10, 0.00, 0.18, -0.37, -0.13, -0.11, -0.14, -0.57, -0.15, 0.19, -1.79, -0.12, -0.03, 0.21, -0.30, -1.42, -0.54, 0.35, -0.09, -0.01, -0.31, 0.11, -0.14, 0.52, -0.05, 0.32, -0.12, -0.40, -0.56, -0.13, 0.36, 0.48, -0.10, 1.18, -0.14, 0.13, -0.13, -0.12, -0.15, 0.19, -0.09, 0.67, -0.12, 0.10, -0.10, -0.02, -0.22, 0.04, -0.43, -1.24, -0.24, -0.08, 0.77, 0.98, -0.77, -1.42, -0.07, -0.07, 0.10, -0.12, 0.47, -0.13

=====

no.,E_LUMO (eV),Kohn-Sham gap (eV)
1,0.0,7.86
2,-0.7,7.64